Record 1
Entry from the OMol25 dataset: 2 unconnected molecules or ions with the total composition C5H14N4O (the ωB97M-V functional and the def2-TZVPD basis).

Last column: Löwdin charge in e.
CARTESIAN COORDINATES (ANGSTROEM)
C (0.5535, 0.4814, 0.2765)  -0.5053
C (-0.4626, -1.6636, -0.6558)  -0.2115
C (0.4101, 1.9938, 0.4291)  -0.1098
C (1.7479, 0.2235, -0.6285)  -0.1136
N (-1.6494, -1.3445, -0.0976)  0.0929
C (-1.6483, 0.1472, -0.0165)  -0.6211
N (0.7016, -0.2066, 1.5613)  0.0167
N (0.3308, -2.5847, -0.1257)  0.1567
N (-1.8247, 0.6857, -1.3308)  0.1079
O (-2.0880, 0.6147, 1.0335)  -0.0085
H (-1.7926, -1.7136, 0.8365)  0.1329
H (-0.2708, -1.2915, -1.6522)  0.1367
H (1.5659, 0.0583, 2.0358)  0.0718
H (-0.0633, 0.0846, 2.1657)  0.0646
H (1.2042, -2.7647, -0.5968)  0.1075
H (0.4106, -2.5368, 0.8899)  0.1140
H (-2.7598, 0.4383, -1.6529)  0.0913
H (-1.7666, 1.6952, -1.2751)  0.0796
H (1.3065, 2.4162, 0.9103)  0.0735
H (0.3151, 2.4858, -0.5442)  0.0693
H (-0.4526, 2.2590, 1.0409)  0.0637
H (2.6375, 0.7742, -0.2793)  0.0737
H (2.0517, -0.8236, -0.6794)  0.0408
H (1.5434, 0.5716, -1.6448)  0.0761

Cartesian forces, eV/Å:
C -0.510 -0.132 -0.183
C 0.004 0.073 0.360
C 0.069 -0.137 0.025
C -0.014 0.047 0.095
N 0.193 0.090 -0.023
C 0.232 0.084 0.199
N 0.050 -0.001 -0.070
N -0.060 0.256 -0.064
N 0.059 -0.099 0.062
O 0.172 -0.194 -0.315
H 0.055 0.026 -0.002
H 0.023 0.045 -0.014
H -0.065 0.023 -0.028
H 0.001 0.028 -0.038
H -0.076 0.024 -0.005
H -0.098 -0.029 -0.069
H 0.059 0.010 0.056
H -0.004 -0.016 0.029
H -0.024 -0.016 -0.022
H 0.010 -0.028 0.003
H -0.010 -0.032 -0.001
H -0.044 -0.015 -0.012
H -0.020 -0.014 0.005
H 0.000 0.007 0.010

Computed properties:
E_tot: -493.08496 a.u.
ΔE to the lowest compared entry with this formula, charge and spin: 295.6 kJ/mol
LUMO: 0.55 eV
frontier orbital gap: 0.2632 Eh
total charge: 0

***

Record 2
Entry from the OMol25 dataset: a molecular structure, C35H54CuN3O5S2Si (the ωB97M-V functional and the def2-TZVPD basis).

Last column: Mulliken spin population.
CARTESIAN COORDINATES (ANGSTROEM)
Cu (-0.2556, -0.8604, -1.0795)  0.0077
C (2.9233, -0.0212, -2.6464)  0.0025
C (3.0346, 0.3294, -1.1672)  -0.0045
C (4.4569, 0.0958, -0.6680)  0.0014
C (2.6098, 1.7749, -0.9319)  0.0125
O (2.1250, -0.5464, -0.5012)  -0.0358
Si (1.9385, -0.9822, 1.0873)  0.0132
S (0.0851, -1.8269, 1.2952)  0.0009
O (2.2385, 0.4137, 1.9207)  0.0107
C (2.5423, 0.6349, 3.2933)  -0.0006
C (2.0717, 2.0521, 3.6017)  0.0019
C (1.8192, -0.3660, 4.1898)  0.0003
C (4.0539, 0.5252, 3.4815)  -0.0001
O (3.2210, -1.9430, 1.5310)  -0.0042
C (3.4757, -3.3171, 1.2419)  -0.0009
C (2.7308, -4.1832, 2.2537)  0.0001
C (4.9816, -3.4964, 1.4008)  0.0000
C (3.0520, -3.6722, -0.1819)  -0.0004
H (3.5916, 0.6013, -3.2458)  0.0000
H (1.8965, 0.1382, -2.9809)  0.0004
H (3.1754, -1.0724, -2.8017)  -0.0002
H (5.1518, 0.7499, -1.2000)  -0.0003
H (4.7546, -0.9416, -0.8332)  -0.0002
H (4.5257, 0.3043, 0.4004)  -0.0004
H (3.2513, 2.4539, -1.5004)  -0.0001
H (2.6784, 2.0182, 0.1284)  0.0001
H (1.5740, 1.9122, -1.2448)  0.0018
H (0.9938, 2.1300, 3.4526)  -0.0007
H (2.5626, 2.7590, 2.9302)  0.0000
H (2.3076, 2.3239, 4.6334)  0.0000
H (0.7453, -0.3263, 4.0071)  -0.0007
H (2.0141, -0.1360, 5.2402)  -0.0003
H (2.1572, -1.3835, 3.9846)  0.0001
H (4.5599, 1.2537, 2.8442)  0.0001
H (4.3904, -0.4737, 3.2039)  0.0000
H (4.3281, 0.7228, 4.5210)  -0.0001
H (3.0462, -3.9231, 3.2671)  0.0000
H (2.9426, -5.2420, 2.0838)  -0.0001
H (1.6580, -4.0110, 2.1659)  0.0000
H (5.2861, -3.2132, 2.4102)  0.0000
H (5.5116, -2.8591, 0.6906)  0.0000
H (5.2694, -4.5355, 1.2250)  0.0000
H (1.9806, -3.5207, -0.3181)  -0.0001
H (3.2954, -4.7168, -0.3945)  -0.0001
H (3.5738, -3.0386, -0.9023)  0.0001
C (-1.0131, 0.8604, -0.9478)  0.3995
C (-1.3314, 1.9252, -0.4018)  -0.0574
C (-1.7751, 2.9993, 0.3585)  0.1760
C (-1.9010, 4.3227, -0.2496)  0.0118
C (-1.7955, 5.5115, 0.4881)  0.0944
C (-1.8923, 6.7477, -0.1298)  -0.0552
C (-2.0940, 6.8379, -1.5010)  0.0992
C (-2.1791, 5.6701, -2.2502)  -0.0577
C (-2.0787, 4.4339, -1.6372)  0.0981
C (-2.1413, 2.7081, 1.7472)  0.0959
C (-3.1042, 3.4452, 2.4537)  0.1015
C (-3.5312, 3.0459, 3.7116)  -0.0502
C (-3.0141, 1.9022, 4.3051)  0.0985
C (-2.0542, 1.1621, 3.6205)  -0.0789
C (-1.6203, 1.5568, 2.3677)  0.0154
H (-1.5985, 5.4605, 1.5504)  0.0086
H (-1.7950, 7.6491, 0.4635)  -0.0025
H (-2.1701, 7.8052, -1.9815)  0.0091
H (-2.3222, 5.7241, -3.3228)  -0.0024
H (-2.1275, 3.5226, -2.2210)  0.0240
H (-3.5606, 4.3115, 1.9941)  0.0025
H (-4.2895, 3.6267, 4.2239)  -0.0018
H (-3.3557, 1.5887, 5.2836)  0.0067
H (-1.6366, 0.2639, 4.0605)  0.0012
H (-0.8778, 0.9609, 1.8460)  0.0410
C (-4.6108, 1.0853, 0.2661)  -0.0052
N (-4.3974, 0.0435, -0.7047)  0.0105
C (-4.7916, 0.1611, -2.0866)  0.0112
C (-4.2980, -1.1745, -2.6518)  -0.0008
O (-4.4588, -1.5191, -3.8115)  0.0000
N (-3.6419, -1.8577, -1.6707)  0.0008
C (-3.6849, -1.0919, -0.5807)  -0.0122
N (-3.0916, -1.4526, 0.5694)  0.0041
H (-4.2527, 2.0412, -0.1204)  0.0037
H (-4.0649, 0.8826, 1.1837)  0.0020
H (-5.6736, 1.1698, 0.5104)  -0.0015
H (-4.2784, 0.9926, -2.5787)  -0.0013
H (-5.8701, 0.2721, -2.2161)  -0.0005
H (-2.3679, -2.1499, 0.4440)  0.0001
H (-2.7727, -0.7067, 1.1742)  0.0051
C (-1.2152, -5.5859, -4.2060)  0.0000
C (-0.9289, -4.7311, -2.9827)  0.0000
S (-0.0210, -3.2134, -3.3451)  0.0011
O (0.2271, -2.6427, -1.9720)  0.0064
C (-1.3802, -2.3052, -4.0818)  -0.0044
C (-0.9714, -0.9024, -4.4996)  0.0022
H (-1.6545, -6.5351, -3.8982)  0.0000
H (-0.3007, -5.8042, -4.7603)  0.0000
H (-1.9202, -5.1033, -4.8823)  0.0000
H (-0.2746, -5.2443, -2.2766)  0.0000
H (-1.8310, -4.4228, -2.4502)  0.0000
H (-2.1810, -2.2945, -3.3431)  0.0015
H (-1.7029, -2.8982, -4.9409)  -0.0001
H (-0.6540, -0.3165, -3.6354)  -0.0038
H (-1.8388, -0.4056, -4.9363)  -0.0002
H (-0.1647, -0.9176, -5.2358)  0.0000

Cartesian forces, eV/Å:
Cu 0.081 -0.059 0.249
C -0.005 -0.015 0.011
C 0.011 0.018 0.049
C 0.013 -0.009 -0.002
C 0.002 0.016 0.009
O -0.063 -0.048 -0.039
Si -0.004 0.022 -0.026
S 0.037 0.010 0.011
O 0.011 -0.009 0.004
C -0.007 0.000 0.011
C -0.001 -0.003 0.000
C 0.002 0.005 0.007
C -0.005 0.005 -0.001
O 0.022 -0.042 0.016
C -0.008 0.006 0.000
C -0.007 -0.001 -0.002
C 0.011 0.005 0.004
C 0.002 0.043 0.012
H 0.001 -0.002 0.003
H -0.020 0.002 -0.005
H 0.004 0.004 -0.003
H 0.005 0.002 -0.004
H 0.004 0.008 0.001
H 0.003 0.000 -0.007
H -0.004 0.005 -0.003
H 0.004 -0.001 -0.022
H -0.017 -0.003 -0.008
H -0.003 -0.001 0.004
H -0.001 0.000 0.002
H -0.001 0.001 0.000
H -0.001 -0.005 -0.001
H 0.002 -0.001 0.004
H -0.002 0.005 -0.003
H 0.001 0.000 0.000
H 0.001 -0.005 -0.003
H -0.001 -0.002 -0.002
H -0.003 0.002 -0.006
H 0.005 -0.003 -0.004
H 0.003 -0.004 0.009
H 0.000 -0.002 -0.001
H 0.001 0.000 0.000
H 0.001 -0.003 -0.001
H -0.016 -0.007 -0.006
H -0.003 -0.002 0.009
H -0.003 -0.014 0.005
C 0.067 0.030 -0.010
C -0.276 -0.021 -0.148
C 0.148 0.036 0.038
C 0.033 -0.022 0.035
C -0.013 -0.012 -0.005
C -0.003 -0.008 0.002
C 0.002 0.010 -0.001
C -0.003 -0.011 0.004
C -0.001 0.012 -0.021
C -0.011 -0.022 0.037
C 0.025 -0.011 -0.014
C 0.003 0.014 -0.003
C 0.018 -0.006 -0.016
C 0.001 0.013 0.039
C 0.026 0.015 -0.020
H -0.014 -0.005 0.026
H -0.001 -0.001 0.001
H 0.000 0.000 0.000
H 0.000 0.000 0.000
H 0.000 0.005 0.000
H 0.004 0.029 -0.022
H 0.000 -0.001 0.000
H -0.001 0.002 0.001
H -0.003 -0.001 -0.002
H -0.021 -0.008 -0.020
C -0.004 0.025 -0.002
N -0.014 -0.014 -0.032
C -0.011 -0.026 0.045
C -0.038 0.067 -0.065
O -0.007 -0.009 0.058
N -0.016 -0.124 -0.055
C 0.062 0.080 0.047
N -0.045 0.012 -0.040
H 0.005 -0.018 0.003
H -0.012 -0.018 0.002
H -0.004 0.010 -0.008
H -0.008 -0.001 -0.003
H -0.006 0.001 0.014
H -0.012 0.000 0.025
H 0.009 -0.013 -0.014
C -0.001 0.004 -0.013
C -0.016 0.005 0.025
S -0.042 -0.093 0.055
O 0.074 0.143 -0.147
C 0.011 0.052 -0.085
C 0.000 -0.015 0.010
H 0.002 -0.001 0.001
H -0.001 0.003 -0.002
H -0.003 -0.003 0.009
H -0.003 -0.012 0.000
H -0.006 0.002 -0.011
H 0.044 -0.022 0.023
H -0.004 0.012 0.000
H -0.006 -0.001 0.007
H 0.022 0.001 -0.007
H -0.004 0.003 -0.010

Computed properties:
E_tot: -4633.14741 a.u.
⟨S²⟩: 0.783
ΔE to the lowest compared entry with this formula, charge and spin: 0.0 kJ/mol
LUMO (alpha / beta): 2.39 / 1.94 eV
frontier orbital gap (alpha / beta): 0.2240 / 0.2316 Eh
2S+1: 2
total charge: -1

***

Record 3
Entry from the OMol25 dataset: C3H4ClF in the gas phase at a distorted geometry (the ωB97M-V functional and the def2-TZVPD basis).

Last column: Löwdin charge in e.
CARTESIAN COORDINATES (ANGSTROEM)
F (0.3142, 1.5423, -0.0704)  -0.0094
C (0.2294, 0.1829, -0.0304)  -0.7365
Cl (-1.5838, -0.2973, 0.0490)  0.5378
C (1.4350, -0.4892, 0.7224)  -0.1097
C (1.2620, -0.6852, -0.7366)  -0.1295
H (1.4058, -1.3803, 1.3503)  0.0992
H (2.2456, 0.1944, 1.0864)  0.1198
H (1.0271, -1.7223, -1.1839)  0.1510
H (1.8592, 0.0302, -1.1847)  0.0773

Cartesian forces, eV/Å:
F 0.024 -0.729 -0.553
C -0.103 -1.880 1.525
Cl 2.344 0.363 0.113
C -0.505 0.344 1.236
C -1.848 -0.663 -0.295
H -0.741 0.348 -0.035
H -1.006 -0.451 -0.609
H 0.371 2.149 0.681
H 1.463 0.518 -2.061

Computed properties:
structure (SMILES): FC1(Cl)CC1
E_tot: -676.69838 a.u.
ΔE to the lowest compared entry with this formula, charge and spin: 113.2 kJ/mol
LUMO: 0.93 eV
frontier orbital gap: 0.4076 Eh
total charge: 0

***

Record 4
Entry from the OMol25 dataset: a molecular structure, C3H5NO3 at a distorted geometry (the ωB97M-V functional and the def2-TZVPD basis).

Last column: Löwdin charge in e.
CARTESIAN COORDINATES (ANGSTROEM)
C (1.1790, 0.7408, -0.1768)  -0.1900
C (0.8201, 0.1895, 1.0319)  -0.3139
N (-0.5487, -1.0443, 0.3917)  0.1155
C (-1.3185, 0.1205, -0.1611)  -0.2671
O (1.1603, 0.1013, -1.4010)  -0.0625
O (0.8583, 0.4366, 2.1985)  0.0796
O (-1.4664, 0.4006, -1.3313)  0.0413
H (0.3120, 0.3326, -1.8404)  0.0717
H (2.0029, 1.4472, -0.1283)  0.1210
H (-0.9377, -1.6292, 1.1211)  0.1333
H (-0.0744, -1.5746, -0.3355)  0.1245
H (-1.9868, 0.4789, 0.6311)  0.1465

Cartesian forces, eV/Å:
C 0.922 -0.687 0.204
C 0.811 1.824 0.292
N -0.001 1.324 -1.545
C -1.094 -1.991 0.227
O -0.869 -0.061 -0.046
O -0.559 -1.041 -0.791
O 0.564 -0.497 1.049
H 0.394 -0.145 0.055
H -0.252 0.208 0.406
H -0.264 0.443 0.080
H -0.079 0.030 0.012
H 0.426 0.593 0.059

Computed properties:
E_tot: -397.69726 a.u.
ΔE to the lowest compared entry with this formula, charge and spin: 366.1 kJ/mol
LUMO: 0.50 eV
frontier orbital gap: 0.3223 Eh
total charge: 0